No. 1
DFT (wB97M-V/def2-TZVPD) results for a single C3H5NO3 molecule in a non-equilibrium geometry.

The geometry in XYZ format:
```
12
Properties=species:S:1:pos:R:3:forces:R:3
C -1.05666 0.84248 -1.05060 1.1585 -0.8248 1.2801
C -0.42156 -0.03741 -0.27598 0.0161 0.8786 -1.6801
C -0.91778 -0.41675 1.05129 1.7745 -0.1900 2.3488
N 2.07325 -0.31061 -0.30048 -2.6194 -0.5311 -1.1566
O 2.00516 0.40539 0.59501 -0.0650 3.0517 3.9215
O 3.00101 -0.78152 -0.80779 1.8795 -1.6910 -1.8345
O 0.80850 -0.63926 -0.87620 -1.5977 -0.1603 0.0452
H -0.49493 1.22661 -1.83264 0.5072 0.5436 -1.8697
H -1.97131 1.32869 -0.77971 -0.3383 -0.1148 0.2288
H -0.10171 -1.09770 1.44865 -0.8650 1.1708 0.4349
H -1.14553 0.53214 1.70010 0.8560 -1.9338 -1.0573
H -1.77843 -1.05206 1.12834 -0.7064 -0.1990 -0.6611
```
Forces are in eV/Å.

M: 103.077 g mol⁻¹
HOMO: -0.3728 Ha
Energy above the lowest of the compared OMol25 structures with the same formula, charge and spin: 635.9 kJ/mol
Lowest unoccupied orbital energy: 0.76 eV
E_tot: -10819.098 eV
SMILES string: C=C(C)O[N+](=O)[O-]
Gap between HOMO and LUMO: 0.401 Ha

---

No. 2
DFT (wB97M-V/def2-TZVPD) results for a molecular structure, C31H31N5O6Ta in a non-equilibrium geometry.

The geometry in XYZ format:
```
74
Properties=species:S:1:pos:R:3:forces:R:3
Ta 0.32675 -0.63823 0.34875 -0.1282 0.1632 -0.3107
C 3.03220 4.47859 -3.84363 -0.1662 0.8716 -0.0363
C 2.47185 3.20556 -3.30841 0.0510 -0.1482 -0.5775
C 1.55580 2.43278 -4.00467 -0.1592 0.4824 0.0614
C 0.93604 1.32504 -3.43183 -0.0417 -0.6809 1.1806
C 0.06399 0.63316 -4.34816 0.4118 -0.0813 0.3398
N -0.93957 -0.16974 -4.18767 -0.4057 0.2204 -0.8950
C -1.82998 -0.47730 -3.06827 0.8542 0.4669 -0.1071
C -3.27106 -0.61803 -3.57114 0.5655 0.7892 0.4612
C -4.03319 -1.53616 -2.62981 -0.3082 0.1578 -0.1360
N -3.63355 -1.31426 -1.23522 0.6345 -0.3838 0.0343
C -4.39278 -1.14224 -0.22246 -0.5507 0.4159 0.2217
C -3.91876 -0.97217 1.12109 -0.2722 -0.3016 -0.0015
C -4.89908 -1.02528 2.11300 -0.3677 0.2252 0.3103
C -4.65578 -0.93554 3.46607 0.5409 0.1530 1.2023
C -5.73974 -0.93260 4.55647 -0.1521 0.0233 -0.4602
C -3.29891 -0.80623 3.79275 0.2521 0.1876 0.2441
C -2.27161 -0.71602 2.83933 0.4288 -0.5840 -0.1435
C -0.89208 -0.64930 3.32245 0.3648 0.1829 -0.2738
N 0.17358 -0.64331 2.58968 -0.4664 -0.4002 0.1932
C 1.49755 -0.47901 3.28044 -1.3328 0.0950 -0.1677
C 1.65735 0.89337 3.84092 0.2974 1.2714 1.0840
C 1.45048 2.10365 2.91973 0.3033 0.5508 0.1712
N 1.72607 1.91103 1.51535 0.4446 -0.2002 -0.6178
C 3.24167 1.05969 -0.29443 0.4719 0.6935 -0.6763
C 2.41276 1.53638 -1.51406 -0.3640 -1.3837 0.7166
C 2.93410 2.65084 -2.13852 0.4083 0.5093 0.3683
C 1.31382 0.89871 -2.08628 -0.4040 0.4179 -1.5768
O 0.64318 -0.13650 -1.52703 -0.2983 -0.1736 0.6893
C -2.57658 -0.83359 1.48255 0.1579 0.3343 -0.3900
O -1.63890 -0.75883 0.50535 0.2586 0.1957 0.3480
H 3.40288 4.40515 -4.86323 -0.2066 -0.2024 -0.1714
H 3.89035 4.79446 -3.25500 -0.0902 0.1181 0.1541
H 2.26952 5.29420 -3.82385 0.5506 -0.6012 0.0262
H 1.24663 2.73663 -4.99552 0.0958 0.0120 -0.1596
H 0.31401 0.75896 -5.40184 0.0503 0.1192 0.1592
H -1.28040 -0.53074 -5.07640 -0.0148 -0.0674 0.1746
H -1.69646 0.32945 -2.32670 -0.2471 -0.4038 -0.2835
H -1.44126 -1.39673 -2.65416 -0.0274 -0.4327 0.2932
H -3.29432 -1.02527 -4.58382 -0.0989 -0.0663 0.1023
H -3.67774 0.39572 -3.59969 -0.2926 -0.1934 -0.1082
H -3.80439 -2.56249 -2.92442 -0.1876 -0.0872 0.3773
H -5.10800 -1.34825 -2.68311 0.1147 -0.2547 -0.0980
H -2.66298 -1.37084 -0.92810 0.1641 -0.0514 -0.6687
H -5.45535 -1.09135 -0.41276 -0.2617 -0.1003 0.1014
H -5.91164 -1.11763 1.79748 -0.7351 -0.1225 -0.2598
H -6.56152 -1.62623 4.30814 0.4630 0.1541 0.0731
H -6.22033 0.06415 4.63025 0.4446 -0.4174 -0.0354
H -5.34036 -1.20374 5.54976 -0.0945 0.1446 -0.5832
H -2.94490 -0.75178 4.82693 -0.5162 -0.0281 -0.1547
H -0.79579 -0.57322 4.41710 0.1381 -0.0432 -0.3589
H 2.26916 -0.65173 2.55943 0.4565 -0.3162 -0.4102
H 1.55601 -1.22801 4.05093 0.2164 -0.3374 0.3241
H 2.67657 0.97474 4.20739 0.2354 -0.2395 0.1196
H 1.03984 1.07713 4.74462 0.1415 -0.3065 -0.5053
H 2.14448 2.90930 3.21457 -0.3259 -0.3709 -0.0340
H 0.46427 2.52507 3.00038 -0.5343 0.0515 -0.0413
H 4.23634 1.42019 -0.55788 -0.0338 0.1438 0.1448
H 3.78390 3.09506 -1.63565 0.0576 0.3071 -0.1231
O 1.47674 -4.56719 0.36415 -0.4227 -1.8710 -0.0185
C 1.46521 -3.40500 0.35624 0.8209 2.2592 0.2848
O 0.38513 -2.58480 0.34235 -0.6643 0.1468 -0.0999
C 2.70050 -2.53843 0.33942 0.2883 -0.5374 -0.0162
C 3.96133 -3.08493 0.40569 0.2266 1.0932 -0.7541
C 5.05588 -2.21286 0.20858 0.7842 -0.7542 0.4197
C 4.83445 -0.87678 -0.10931 -0.4359 0.0024 0.4248
C 3.50976 -0.42310 -0.11516 -0.4994 0.6693 0.6495
N 2.46239 -1.22496 0.18025 0.8440 0.0050 -0.0702
C 3.02099 1.81340 1.04418 -0.2971 -0.5969 0.2566
O 3.92977 2.24154 1.69334 0.5553 0.1609 -0.0636
O 0.86597 1.10668 0.82397 -0.3762 -0.4840 -0.1827
H 4.03777 -4.15177 0.48712 0.2588 -0.2873 0.2654
H 6.09971 -2.59489 0.34204 -1.0833 0.3686 -0.3152
H 5.65029 -0.14354 -0.23006 -0.4892 -0.6522 -0.0912
```
Forces are in eV/Å.

M: 750.566 g mol⁻¹
HOMO: -0.6141 Ha
Energy above the lowest of the compared OMol25 structures with the same formula, charge and spin: 204.8 kJ/mol
Lowest unoccupied orbital energy: -9.35 eV
Net charge: +3
E_tot: -53916.118 eV
Gap between HOMO and LUMO: 0.270 Ha

---

No. 3
DFT (wB97M-V/def2-TZVPD) results for 4 unconnected molecules or ions with the total composition C31H66N5O4 in a non-equilibrium geometry.

The geometry in XYZ format:
```
106
Properties=species:S:1:pos:R:3:forces:R:3
N 1.35236 1.85525 1.88017 -0.6865 0.8280 -0.2186
C 1.09821 2.60257 0.58969 -0.8670 0.8264 -0.7055
C 1.00102 1.63108 -0.74396 -0.8910 -0.0939 1.2509
O 1.87394 0.44576 -0.68563 0.3872 2.8769 -0.2492
C 3.29318 0.80428 -0.53820 0.8964 -1.3385 0.6266
C 4.15956 -0.51855 -1.07266 -0.4198 -0.1722 -0.4132
N 3.16739 -1.65888 -1.38281 1.4750 -0.0823 1.0764
H 1.32772 2.57256 2.66406 -0.2491 -1.3977 -1.3335
H 0.57582 1.15687 2.03746 1.0782 1.3082 -0.1611
H 1.90341 3.45338 0.40927 -1.4718 -1.9274 0.5859
H 0.04169 3.15178 0.66838 2.0910 -0.9029 -0.4465
H 1.16043 2.29066 -1.69922 -0.1221 -1.2876 1.6390
H -0.11731 1.21353 -0.74811 2.6358 0.6387 -0.1281
H 3.63565 1.73449 -1.16720 -0.9569 -1.5836 1.2759
H 3.50888 0.92233 0.62652 -0.4306 0.1755 -2.5660
H 4.68707 -0.25525 -2.10947 -0.9641 -0.5861 2.4405
H 4.94182 -0.88144 -0.25509 -1.3875 1.1385 -1.7683
H 3.72400 -2.46690 -1.74432 -0.4547 0.8988 0.4448
H 2.77584 -1.99381 -0.46519 0.4554 0.5349 -1.2659
C 4.35996 -5.55313 -4.34906 0.2480 0.5366 0.6015
C 4.95150 -6.42684 -3.19319 -0.9685 -0.9256 -1.4852
C 6.39343 -6.83433 -3.60485 0.1547 0.2466 0.2861
C 7.17632 -7.53320 -2.49966 0.0050 -0.0966 0.0514
C 7.14850 -6.72001 -1.21031 -0.0420 0.2510 -0.3219
C 5.71121 -6.35444 -0.75363 0.0457 -0.8690 1.7735
N 4.89513 -5.74349 -1.85696 3.1857 3.8538 -1.0939
O 5.34184 -4.42133 -2.03239 -1.6418 -3.3204 0.6245
C 5.00442 -7.62402 -0.20911 -0.1724 -0.1809 -0.1052
C 5.81131 -5.42916 0.50174 -0.1319 0.4738 -0.6305
C 4.03392 -7.68180 -3.16516 -0.1631 -0.2172 0.0497
H 3.33942 -5.22297 -4.11351 0.2418 -0.0610 0.0337
H 4.96873 -4.66791 -4.56399 -0.1325 -0.1218 0.2963
H 4.31490 -6.12049 -5.28651 0.0841 -0.1925 0.3949
H 6.95750 -5.94141 -3.90828 -0.2476 0.0120 0.0984
H 6.36224 -7.48785 -4.48527 -0.2809 0.1565 0.0887
H 6.78124 -8.54006 -2.32411 -0.0117 0.0725 0.0012
H 8.21719 -7.66808 -2.81948 -0.1702 -0.0090 0.0306
H 7.66472 -7.27983 -0.42105 -0.2891 0.1230 0.0606
H 7.73669 -5.80301 -1.36323 -0.2878 -0.0255 0.0414
H 3.95675 -7.41473 0.04799 0.2492 0.0236 -0.1275
H 5.49380 -7.98396 0.70567 0.0210 0.3112 -0.2111
H 5.02199 -8.46817 -0.89572 -0.0598 0.0980 -0.0658
H 6.40108 -4.52535 0.31555 -0.2310 -0.1434 -0.1669
H 6.30222 -5.94736 1.33348 -0.1191 -0.1989 -0.3371
H 4.81466 -5.12380 0.84753 0.1854 -0.0629 -0.1670
H 4.56513 -8.59385 -2.89154 -0.0172 0.0649 0.1326
H 3.59054 -7.88575 -4.15078 0.2897 0.2493 0.1988
H 3.18995 -7.54760 -2.47897 0.2208 0.0197 -0.0409
C -0.77958 1.00786 4.99073 -0.0543 0.5423 -0.6446
C -2.07714 1.86262 5.17795 0.2629 -1.5579 1.1976
C -1.75974 2.97491 6.21561 -0.0144 0.2760 -0.2905
C -2.86765 4.01025 6.36859 -0.1017 0.0129 0.0415
C -3.27663 4.57907 5.01446 0.3943 -0.1340 -0.0101
C -3.65339 3.48211 3.98357 -1.8782 0.5995 -0.3602
N -2.61119 2.40493 3.88321 3.9642 3.0486 -1.1285
O -1.52634 2.93090 3.15871 -2.9496 -1.7263 1.5410
C -5.02368 2.86296 4.36677 -0.0744 -0.2242 0.1282
C -3.93866 4.17095 2.61016 0.7316 -0.3273 -0.0090
C -3.10394 0.85891 5.77454 -0.2070 -0.1654 0.0758
H -0.93620 0.20550 4.25747 -0.0259 0.2036 0.1120
H 0.07902 1.60755 4.66887 -0.3047 -0.0285 -0.1052
H -0.47946 0.53771 5.93498 -0.3861 0.1957 -0.0708
H -0.84058 3.50155 5.92351 -0.1077 -0.1836 -0.1494
H -1.55498 2.52695 7.19572 -0.0154 -0.2012 -0.2645
H -3.73519 3.57506 6.87718 0.0475 0.0002 -0.0602
H -2.51741 4.82660 7.01263 -0.0609 -0.1488 -0.0692
H -4.11622 5.27077 5.15389 -0.0196 -0.2283 -0.2275
H -2.44633 5.18746 4.62626 -0.1003 -0.2466 -0.1047
H -5.28076 2.02714 3.70131 0.1537 0.1865 0.1366
H -5.82856 3.60452 4.27655 0.3630 -0.0201 -0.1042
H -5.07546 2.50601 5.39354 0.1010 -0.0633 -0.0541
H -3.09252 4.76654 2.25143 -0.0062 -0.2833 0.1125
H -4.78682 4.86107 2.68555 0.0838 -0.2604 0.2966
H -4.18702 3.42833 1.84013 0.1201 0.0970 0.2370
H -3.79696 1.32296 6.47687 -0.0527 0.0416 -0.1347
H -2.60893 0.05543 6.33936 0.0763 0.3732 -0.1960
H -3.68208 0.36013 4.98833 0.0842 0.1918 0.0853
C -6.35117 3.35309 -4.41443 -0.0684 -0.4205 0.7195
C -4.96892 3.47548 -3.69074 -0.1237 0.6333 -1.8437
C -4.92403 4.86599 -2.99853 -0.0270 -0.1710 0.3457
C -3.71563 5.06481 -2.09131 0.1053 0.0031 -0.0074
C -3.58227 3.91670 -1.09707 -0.3755 0.0325 -0.1398
C -3.56666 2.52233 -1.77787 1.7662 -0.5855 0.6179
N -4.70324 2.34091 -2.74320 -3.7938 0.9611 3.2678
O -5.87118 2.13046 -1.98816 3.0462 0.1256 -2.1765
C -2.21180 2.31925 -2.50657 0.0503 0.0589 -0.2166
C -3.54577 1.42759 -0.66286 -0.7213 0.0689 -0.2791
C -3.93372 3.42705 -4.84991 0.2008 -0.0314 -0.1829
H -6.44993 2.38229 -4.91817 0.0705 0.1704 0.1737
H -7.19863 3.47570 -3.73092 0.2804 -0.2069 0.0172
H -6.46577 4.13328 -5.17661 0.3897 -0.0836 0.1962
H -5.83021 5.00697 -2.39315 0.0512 -0.2293 -0.1220
H -4.93583 5.66189 -3.75326 -0.0666 -0.3032 -0.1028
H -2.79968 5.16393 -2.68451 -0.0552 -0.0434 0.0216
H -3.82371 6.00822 -1.54161 0.0288 -0.1190 -0.1086
H -2.67007 4.05816 -0.50487 -0.0495 -0.2910 -0.1068
H -4.41708 3.97465 -0.38294 0.0517 -0.1897 -0.2267
H -2.20076 1.37360 -3.06615 -0.0832 0.2185 0.1323
H -1.38219 2.27707 -1.78835 -0.4935 0.0543 -0.0737
H -1.95565 3.12245 -3.19477 -0.1166 -0.0349 -0.0504
H -4.39024 1.51215 0.02930 0.0082 0.0061 -0.3023
H -2.64047 1.50812 -0.05028 -0.0237 0.2270 -0.3056
H -3.55861 0.41973 -1.09893 -0.0573 0.2519 0.0229
H -3.05343 4.04272 -4.66302 0.0272 -0.1243 0.0841
H -4.35832 3.80186 -5.79270 -0.0861 -0.0327 0.4136
H -3.60761 2.40105 -5.05518 -0.0405 0.1639 0.1569
```
Forces are in eV/Å.

M: 572.900 g mol⁻¹
HOMO (alpha / beta): -0.3109 / -0.3109 Ha
Lowest unoccupied orbital energy (alpha / beta): 0.72 / -0.47 eV
Expectation value of S²: 3.7644
Multiplicity: 4
E_tot: -48848.804 eV
Gap between HOMO and LUMO (alpha / beta): 0.337 / 0.294 Ha